Record 1
The molecule CH2N2O2 in a non-equilibrium geometry, computed with wB97M-V/def2-TZVPD.

energy = -8140.0071 eV
frontier orbital gap = 10.231 eV
structure (SMILES) = O=c1[nH]o[nH]1
LUMO = 0.5081 eV

The geometry in ORCA input format:
```
! wB97M-V def2-TZVPD RIJCOSX def2/J DEFGRID3
* xyz 0 1
N 0.676 -0.430 0.558
O -1.277 0.688 1.277
H 0.754 -1.450 1.227
N -0.344 0.316 -0.992
O 0.925 -0.428 -0.869
H -0.276 1.008 -1.649
C -0.458 0.298 0.448
*
```

---

Record 2
A cluster of 2 separate species, C5H3N3O4 in total in a non-equilibrium geometry, computed with wB97M-V/def2-TZVPD.

energy = -17885.9795 eV
frontier orbital gap (alpha / beta) = 7.526 / 6.648 eV
LUMO (alpha / beta) = -3.8106 / -4.4499 eV

The geometry in ORCA input format:
```
! wB97M-V def2-TZVPD RIJCOSX def2/J DEFGRID3
* xyz 0 1
O -1.978 -0.194 2.242
N 1.606 0.329 -0.535
C -0.359 0.090 0.724
C 1.342 -1.047 -0.447
C 0.695 1.077 0.134
C 0.147 -1.250 0.492
C -1.226 0.608 -1.752
O 1.784 -1.900 -1.137
H 2.195 0.767 -1.173
H 0.349 -1.914 1.368
N -1.441 0.596 1.454
O -1.860 1.718 1.254
H -0.519 -1.951 -0.102
O 0.718 2.263 0.299
N -1.454 0.807 -2.819
*
```

---

Record 3
A cluster of 2 separate species, C3H6O in total in a non-equilibrium geometry, computed with wB97M-V/def2-TZVPD.

energy = -5252.7375 eV
frontier orbital gap = 10.699 eV
structure (SMILES) = C=C.C=O
LUMO = 0.6605 eV

The geometry in ORCA input format:
```
! wB97M-V def2-TZVPD RIJCOSX def2/J DEFGRID3
* xyz 0 1
H -0.223 1.529 1.768
H -1.731 -3.781 -0.352
H -1.401 -2.203 -1.429
H 1.080 2.803 1.924
C 0.365 2.246 1.212
C 0.811 2.086 -0.068
C -1.093 -3.096 -0.907
O 0.056 -3.495 -0.701
H 0.550 1.194 -0.768
H 1.587 2.719 -0.678
*
```

---

Record 4
The molecule CHBrN4O in a non-equilibrium geometry, computed with wB97M-V/def2-TZVPD.

energy = -79100.2160 eV
frontier orbital gap = 8.854 eV
structure (SMILES) = OC1(Br)N=NN=N1
LUMO = -2.1760 eV

The geometry in ORCA input format:
```
! wB97M-V def2-TZVPD RIJCOSX def2/J DEFGRID3
* xyz 0 1
N 2.272 0.494 0.867
H -0.525 0.003 -0.585
O 0.399 0.213 -0.541
C 1.015 -0.142 0.568
N 1.056 0.362 2.690
N 2.281 0.747 2.084
N 0.301 -0.155 1.838
Br 1.447 -2.189 0.536
*
```